Version w
Formula: C2H6Br2Si
Source: the Open Molecules 2025 dataset
Level of theory: ωB97M-V with the def2-TZVPD basis set

The geometry in XYZ format:
```
11
Properties=species:S:1:pos:R:3
C -2.215 1.877 0.275
C 0.466 1.297 1.006
Si 0.691 -0.514 0.797
Br -3.109 0.354 0.011
Br 1.301 2.499 -0.180
H -2.363 2.423 1.140
H -1.876 2.471 -0.536
H -0.142 1.718 1.892
H 1.505 -1.052 1.777
H 0.596 -0.637 -0.602
H -0.650 -0.847 1.438
```

Computed properties:
Frontier orbital gap (alpha / beta): 8.312 / 7.868 eV
Net charge: 0
HOMO level (alpha / beta): -8.28 / -8.19 eV



Version x
Formula: C2H6Br2Si
Source: the Open Molecules 2025 dataset
Level of theory: ωB97M-V with the def2-TZVPD basis set

The geometry in XYZ format:
```
11
Properties=species:S:1:pos:R:3
C -0.237 -0.436 1.579
C -1.035 1.245 -1.109
Si -0.896 -0.386 -0.185
Br -1.952 2.401 0.191
Br -2.658 -1.711 -0.272
H -0.586 -1.407 2.095
H 0.898 -0.491 1.668
H -0.355 0.499 2.107
H -1.755 1.034 -2.036
H -0.045 1.819 -1.273
H 1.535 -0.509 -2.759
```

Computed properties:
Frontier orbital gap (alpha / beta): 9.623 / 6.576 eV
Net charge: 0
HOMO level (alpha / beta): -10.24 / -7.16 eV



In terms of stability, version x leads; the second structure lies 38.9 kcal/mol higher.



Version w
Formula: C4H7Cl2NS
Source: the Open Molecules 2025 dataset
Level of theory: ωB97M-V with the def2-TZVPD basis set

The geometry in XYZ format:
```
15
Properties=species:S:1:pos:R:3
C 1.286 -2.530 1.525
C 0.546 -1.272 1.297
C 2.368 -2.952 0.936
C 0.451 -0.760 0.041
N -1.565 3.791 -2.052
S -2.852 2.757 -2.169
Cl -0.476 0.657 -0.245
Cl -4.299 3.241 -0.600
H 1.102 -3.077 2.416
H -0.087 -0.786 2.100
H 2.720 -3.968 1.177
H -1.108 3.915 -1.155
H 2.600 -2.663 -0.147
H 1.048 -1.167 -0.749
H -1.734 4.817 -2.374
```

Computed properties:
Frontier orbital gap: 8.840 eV
Net charge: 0
HOMO level: -8.94 eV



Version x
Formula: C4H7Cl2NS
Source: the Open Molecules 2025 dataset
Level of theory: ωB97M-V with the def2-TZVPD basis set

The geometry in XYZ format:
```
15
Properties=species:S:1:pos:R:3
C -2.203 0.335 -0.408
C -1.084 1.051 0.301
C 2.795 -0.363 0.253
C 1.641 0.003 -0.281
H -1.742 -3.058 -0.052
H -2.955 0.941 -0.906
H -1.077 0.787 1.363
H -0.119 0.762 -0.124
H 2.908 -1.197 0.937
H 1.560 0.843 -0.963
H 0.740 -0.548 -0.035
N -2.348 -0.926 -0.479
S -1.171 -1.899 0.297
Cl -1.237 2.818 0.172
Cl 4.291 0.450 -0.075
```

Computed properties:
Frontier orbital gap: 10.078 eV
Net charge: 0
HOMO level: -9.51 eV



In terms of stability, version x leads; the second structure lies 2.1 kcal/mol higher.



Version w
Formula: C27H51GaN7O8P3S2
Source: the Open Molecules 2025 dataset
Level of theory: ωB97M-V with the def2-TZVPD basis set

The geometry in XYZ format:
```
99
Properties=species:S:1:pos:R:3
Ga -16.107 0.109 -15.684
O -16.989 1.988 -15.327
N -18.090 2.323 -16.005
C -18.884 3.330 -15.511
C -19.905 3.828 -16.333
C -20.051 3.248 -17.665
C -19.285 2.191 -18.038
C -18.329 1.649 -17.161
S -17.243 0.483 -17.791
H -18.559 3.809 -14.595
H -20.516 4.630 -15.920
H -20.812 3.675 -18.255
H -19.546 1.550 -18.948
C -14.034 2.791 -19.117
N -13.127 3.269 -18.098
C -13.413 4.621 -17.669
P -12.718 2.205 -16.913
O -13.144 0.784 -17.155
O -13.434 2.758 -15.467
P -13.976 1.960 -14.134
O -14.870 0.758 -14.496
N -12.786 1.188 -13.259
C -12.682 -0.308 -13.312
C -11.618 1.902 -12.868
N -14.585 3.207 -13.341
C -15.352 4.234 -14.079
C -14.736 3.177 -11.862
N -11.110 2.223 -16.685
C -10.398 3.466 -16.095
C -10.347 1.439 -17.717
H -13.765 1.832 -19.511
H -14.152 3.597 -19.850
H -15.024 2.615 -18.684
H -13.175 5.274 -18.495
H -12.746 5.026 -16.894
H -14.481 4.828 -17.420
H -12.799 -0.571 -14.360
H -13.527 -0.645 -12.717
H -11.743 -0.547 -12.871
H -11.138 1.432 -12.036
H -11.846 2.944 -12.626
H -10.764 2.090 -13.631
H -16.360 4.422 -13.562
H -15.627 3.866 -15.046
H -14.823 5.204 -14.202
H -13.992 2.455 -11.407
H -15.781 2.952 -11.494
H -14.320 4.130 -11.495
H -10.290 4.278 -16.876
H -9.394 3.221 -15.758
H -10.986 3.837 -15.247
H -11.002 0.544 -17.889
H -9.421 1.155 -17.276
H -10.152 1.992 -18.653
C -20.492 -4.547 -12.312
C -19.547 -4.046 -13.471
C -18.049 -4.133 -13.079
N -17.502 -2.957 -12.415
C -17.555 -1.673 -12.831
S -17.931 -1.245 -14.484
N -17.377 -0.593 -12.045
C -16.565 -0.491 -10.880
O -15.812 0.509 -10.777
C -16.640 -1.421 -9.793
C -17.769 -2.210 -9.481
C -17.723 -3.276 -8.601
C -16.492 -3.581 -7.914
C -15.422 -2.748 -8.151
C -15.473 -1.637 -9.025
H -20.046 -4.385 -11.281
H -20.931 -5.543 -12.465
H -21.377 -3.943 -12.305
H -19.708 -3.014 -13.767
H -19.661 -4.621 -14.396
H -17.413 -4.305 -13.933
H -17.982 -5.083 -12.443
H -17.383 -3.019 -11.423
H -17.406 0.249 -12.603
H -18.694 -1.909 -9.922
H -18.637 -3.788 -8.246
H -16.434 -4.360 -7.150
H -14.497 -3.012 -7.645
H -14.613 -1.003 -9.138
C -13.194 -2.138 -18.229
O -13.454 -2.409 -16.854
P -14.981 -2.086 -16.251
O -15.257 -3.251 -15.145
C -14.145 -3.583 -14.275
O -15.806 -2.695 -17.556
C -17.039 -3.530 -17.404
H -12.353 -1.369 -18.231
H -14.051 -1.804 -18.794
H -12.933 -3.128 -18.750
H -13.309 -4.063 -14.897
H -14.531 -4.340 -13.574
H -13.706 -2.806 -13.696
H -17.100 -3.903 -16.378
H -16.964 -4.340 -18.159
H -17.876 -2.868 -17.662
```

Computed properties:
Frontier orbital gap: 7.908 eV
Net charge: +2
HOMO level: -13.40 eV



Version x
Formula: C27H51GaN7O8P3S2
Source: the Open Molecules 2025 dataset
Level of theory: ωB97M-V with the def2-TZVPD basis set

The geometry in XYZ format:
```
99
Properties=species:S:1:pos:R:3
Ga -1.077 -1.378 0.867
O -1.852 -2.889 1.804
N -1.215 -3.239 2.965
C -1.426 -4.468 3.518
C -0.916 -4.808 4.781
C -0.210 -3.802 5.424
C -0.080 -2.513 4.870
C -0.509 -2.228 3.567
S -0.519 -0.609 3.062
H -2.147 -5.146 3.007
H -1.079 -5.787 5.175
H 0.214 -3.902 6.387
H 0.625 -1.751 5.248
C -3.258 -2.083 -3.209
N -1.844 -2.610 -3.204
C -0.959 -2.141 -4.272
P -1.231 -3.186 -1.859
O -1.838 -2.559 -0.576
O 0.392 -2.785 -1.874
P 1.504 -2.453 -0.743
O 0.731 -2.009 0.520
N 2.266 -3.862 -0.569
C 2.387 -4.599 0.694
C 3.118 -4.327 -1.733
N 2.463 -1.237 -1.315
C 2.988 -0.984 -2.688
C 2.661 -0.087 -0.441
N -1.332 -4.806 -1.799
C -2.104 -5.482 -0.759
C -0.682 -5.698 -2.731
H -3.543 -2.048 -4.288
H -3.287 -1.097 -2.736
H -4.099 -2.705 -2.780
H -0.310 -2.944 -4.663
H -0.291 -1.330 -3.867
H -1.672 -1.780 -5.019
H 1.786 -4.212 1.511
H 3.406 -4.479 1.046
H 2.193 -5.666 0.621
H 3.570 -5.321 -1.537
H 3.954 -3.566 -1.899
H 2.528 -4.362 -2.692
H 2.530 -0.001 -3.062
H 2.753 -1.699 -3.463
H 4.086 -0.840 -2.590
H 3.019 0.729 -1.044
H 3.440 -0.285 0.371
H 1.747 0.064 0.143
H -2.266 -4.823 0.091
H -1.690 -6.458 -0.572
H -3.190 -5.675 -1.089
H -1.382 -6.306 -3.222
H 0.164 -6.220 -2.307
H -0.240 -5.036 -3.488
C -5.932 1.704 2.963
C -5.462 1.537 1.458
C -4.049 0.919 1.332
N -3.065 1.917 1.456
C -1.917 1.820 0.774
S -1.560 0.529 -0.405
N -0.960 2.753 0.896
C -0.903 4.068 1.582
O 0.130 4.486 2.057
C -2.111 4.959 1.537
C -3.039 4.767 0.481
C -4.145 5.547 0.296
C -4.372 6.558 1.234
C -3.393 6.910 2.165
C -2.260 6.100 2.330
H -6.086 0.680 3.390
H -6.841 2.272 3.027
H -5.130 2.205 3.500
H -5.481 2.519 0.858
H -6.126 0.839 0.838
H -3.923 0.507 0.346
H -3.942 0.175 2.136
H -3.177 2.588 2.173
H -0.017 2.487 0.707
H -2.682 4.195 -0.375
H -4.674 5.409 -0.609
H -5.228 7.262 1.058
H -3.513 7.750 2.866
H -1.575 6.287 3.181
C 3.809 5.856 -0.691
O 4.963 5.793 -1.513
P 6.343 4.897 -1.106
O 6.524 3.906 -2.400
C 7.194 4.600 -3.535
O 5.774 3.826 0.017
C 6.368 2.537 0.273
H 3.818 5.257 0.279
H 2.978 5.437 -1.298
H 3.719 6.878 -0.280
H 8.145 4.098 -3.706
H 7.232 5.709 -3.490
H 6.554 4.321 -4.423
H 7.362 2.591 0.716
H 6.642 2.053 -0.698
H 5.730 1.984 1.022
```

Computed properties:
Frontier orbital gap: 6.164 eV
Net charge: +2
HOMO level: -11.48 eV



In terms of stability, version w leads; the second structure lies 14.4 kcal/mol higher.